{"formula": "C27H41ClN2O6PReSSe", "method": "wB97M-V/def2-TZVPD", "orbital_gap_ev": [6.71, 6.49], "total_charge": -1, "s_squared": 0.76, "multiplicity": 2, "de_lowest_kj_mol": 74.1, "lumo_ev": [2.48, 2.09], "elements": ["Re", "C", "C", "C", "C", "C", "C", "C", "S", "O", "O", "N", "C", "C", "O", "O", "H", "H", "H", "H", "H", "H", "H", "H", "H", "N", "C", "C", "O", "O", "H", "H", "H", "H", "C", "C", "C", "C", "C", "C", "Se", "C", "C", "C", "H", "H", "H", "H", "H", "H", "H", "H", "H", "H", "H", "C", "C", "P", "C", "C", "C", "C", "H", "H", "H", "H", "H", "H", "H", "H", "H", "H", "H", "H", "H", "H", "H", "Cl", "C", "H", "H"], "coordinates": [[0.439, -0.153, -1.407], [-4.837, 1.398, 3.786], [-4.326, 0.749, 2.528], [-3.151, 1.179, 1.928], [-2.651, 0.544, 0.798], [-3.331, -0.529, 0.255], [-4.523, -0.959, 0.826], [-5.011, -0.322, 1.954], [-2.696, -1.477, -1.116], [-2.132, -2.667, -0.542], [-3.817, -1.656, -2.009], [-1.574, -0.540, -1.843], [-2.061, 0.038, -3.105], [-0.910, 0.419, -4.021], [-1.124, 0.829, -5.150], [0.265, 0.288, -3.487], [-4.277, 2.304, 4.015], [-4.737, 0.720, 4.637], [-5.893, 1.661, 3.697], [-2.596, 2.001, 2.364], [-1.718, 0.858, 0.353], [-5.057, -1.792, 0.386], [-5.937, -0.666, 2.403], [-2.678, 0.932, -2.945], [-2.691, -0.660, -3.649], [-0.408, 2.122, -1.600], [0.337, 3.122, -0.837], [1.713, 2.554, -0.481], [2.632, 3.294, -0.172], [1.782, 1.264, -0.504], [-0.092, 2.147, -2.566], [-1.407, 2.288, -1.613], [-0.178, 3.337, 0.098], [0.467, 4.066, -1.367], [-1.779, 0.274, 6.489], [-1.251, -0.041, 5.114], [-1.316, -1.324, 4.590], [-0.847, -1.635, 3.317], [-1.004, -3.049, 2.821], [-0.271, -0.624, 2.524], [0.373, -1.257, 0.798], [-0.208, 0.673, 3.045], [0.386, 1.780, 2.233], [-0.690, 0.947, 4.320], [-2.200, -0.615, 6.959], [-2.562, 1.035, 6.448], [-0.989, 0.655, 7.140], [-1.764, -2.116, 5.184], [-1.545, -3.647, 3.557], [-0.034, -3.516, 2.634], [-1.542, -3.075, 1.871], [0.166, 1.594, 1.188], [1.474, 1.811, 2.328], [-0.011, 2.754, 2.530], [-0.631, 1.968, 4.690], [2.597, -1.290, -4.952], [3.236, -1.537, -3.581], [2.765, -0.338, -2.268], [3.244, 1.233, -3.083], [4.720, 1.338, -3.465], [3.952, -0.595, -0.888], [5.174, -1.462, -1.167], [2.664, -2.194, -5.560], [3.113, -0.493, -5.491], [1.552, -1.002, -4.873], [4.323, -1.485, -3.672], [3.013, -2.532, -3.210], [2.988, 2.054, -2.417], [2.602, 1.311, -3.963], [5.359, 1.307, -2.581], [4.911, 2.285, -3.974], [5.028, 0.536, -4.138], [3.353, -1.023, -0.085], [4.239, 0.403, -0.551], [4.883, -2.474, -1.451], [5.786, -1.534, -0.265], [5.804, -1.052, -1.960], [1.894, -3.339, -1.146], [0.644, -2.253, -1.939], [-0.274, -2.779, -1.708], [0.851, -2.367, -3.004]]}